Entry 1:
C6H15NO2 as an isolated structure at a distorted geometry, computed with wB97M-V/def2-TZVPD.

```
24
Properties=species:S:1:pos:R:3:lowdin_charge:R:1
C 0.96948 -0.30698 -1.39686 -0.191
C 1.99477 1.23801 0.67153 0.005
N 1.92276 0.22440 1.46375 0.094
O 1.79855 -1.38605 -1.08021 -0.109
H 1.37130 -1.83919 -0.32753 0.070
H 2.75935 -0.34587 1.52736 0.111
H 0.88119 -0.46792 1.35521 0.087
H 1.55744 0.59836 -1.57213 0.072
H 0.44362 -0.46286 -2.34099 0.081
H 2.92688 1.53570 0.19874 0.102
H 1.12947 1.87491 0.57372 0.078
C -1.29925 0.79498 -0.07683 -0.200
C -1.36699 -1.53702 -1.10960 -0.046
C -1.61630 1.12604 1.38089 -0.099
C -0.56075 -0.54965 -0.26977 -0.549
O -0.08994 -1.13319 0.82846 -0.159
H -2.23851 0.75198 -0.63392 0.103
H -0.74407 1.61223 -0.54140 0.092
H -2.23735 -1.84776 -0.52807 0.088
H -1.71653 -1.08906 -2.03991 0.080
H -0.76999 -2.41895 -1.33760 0.084
H -0.71742 1.25846 1.97959 0.056
H -2.19597 0.32507 1.83556 0.079
H -2.20172 2.04436 1.44004 0.071
```

Computed properties:
- LUMO: 0.04 eV
- Energy above the lowest of the compared OMol25 structures with the same formula, charge and spin: 92.1 kcal/mol
- HOMO energy: -8.2 eV
- HOMO-LUMO gap: 0.304 Ha

***

Entry 2:
A 2-piece molecular cluster, C6H15NO2 overall at a distorted geometry, computed with wB97M-V/def2-TZVPD.

```
24
Properties=species:S:1:pos:R:3:lowdin_charge:R:1
C -0.56164 2.38174 1.27219 -0.075
C 0.35654 2.00868 0.11731 -0.264
N 0.59126 0.57372 0.06230 -0.023
C -0.53728 -0.33367 -0.13636 -0.317
C -1.59884 0.09902 -1.18947 -0.191
O -1.86625 1.22917 -1.47036 0.072
C -0.15605 -1.81910 -0.46383 -0.185
C 0.63949 -1.85414 -1.76081 -0.093
H -0.70786 1.55378 1.93636 0.062
H -0.24553 3.21113 1.91285 0.075
H -1.49314 2.73375 0.91769 0.054
H -0.17964 2.35038 -0.75080 0.078
H 1.29938 2.54347 0.03609 0.114
H 1.26261 0.37114 -0.62856 0.070
H -1.07918 -0.42216 0.80524 0.133
H -2.06081 -0.80218 -1.64385 0.121
H -1.10741 -2.26870 -0.62350 0.090
H 0.35831 -2.19000 0.41531 0.096
H 1.36323 -1.04582 -1.82498 0.065
H 1.23438 -2.76945 -1.86927 0.078
H 0.10123 -1.92272 -2.69659 0.075
O 1.61570 -1.32713 2.91372 -0.067
H 0.77770 -1.51590 2.45840 0.013
H 1.99382 -0.78500 2.21090 0.021
```

Computed properties:
- LUMO: 0.72 eV
- Energy above the lowest of the compared OMol25 structures with the same formula, charge and spin: 54.5 kcal/mol
- HOMO energy: -8.7 eV
- HOMO-LUMO gap: 0.345 Ha
- Structure (SMILES): CCN[C@@H](C=O)CC.O

***

Entry 3:
C6H15NO2Rb as an isolated structure at a distorted geometry, computed with wB97M-V/def2-TZVPD.

```
25
Properties=species:S:1:pos:R:3:lowdin_charge:R:1
Rb 1.54174 -2.14506 2.15012 0.884
C -2.38234 -2.69114 0.04302 -0.100
O -1.19413 -1.93291 -0.09602 -0.250
C -1.28894 -0.99422 -1.15516 -0.208
C 0.09737 -0.80126 -1.69631 -0.195
N 1.19786 -0.15456 -0.97111 -0.063
C 0.86417 1.20324 -0.52715 -0.212
C 1.86597 1.89265 0.36151 -0.215
O 1.64033 1.37708 1.64345 -0.216
C 0.61985 2.10112 2.26997 -0.110
H -2.43538 -3.32524 -0.84197 0.098
H -3.36619 -2.28835 0.28365 0.098
H -2.12707 -3.29513 0.91373 0.085
H -1.79705 -0.20530 -0.60061 0.131
H -1.91949 -1.39885 -1.94687 0.130
H 0.05325 -0.26753 -2.64566 0.125
H 0.43084 -1.82554 -1.86289 0.125
H 1.85816 0.10198 -1.69104 0.109
H 0.00600 1.17105 0.14413 0.100
H 0.66234 1.74410 -1.45172 0.132
H 1.65513 2.95319 0.22401 0.130
H 2.92688 1.71693 0.18353 0.136
H 0.91538 3.15009 2.29024 0.096
H 0.47882 1.71828 3.28074 0.100
H -0.30348 2.19537 1.69841 0.088
```

Computed properties:
- Net charge: +1
- LUMO: -3.50 eV
- Energy above the lowest of the compared OMol25 structures with the same formula, charge and spin: 35.6 kcal/mol
- HOMO energy: -12.3 eV
- HOMO-LUMO gap: 0.324 Ha

***

Entry 4:
C6H15NO2Tl as an isolated structure at a distorted geometry, computed with wB97M-V/def2-TZVPD.

```
25
Properties=species:S:1:pos:R:3:lowdin_charge:R:1
Tl -1.78682 -1.86720 0.92925 1.195
C -3.06876 1.64051 0.88676 0.022
O -2.02116 0.89598 0.25775 -0.258
C -0.88572 1.65522 -0.14321 -0.039
C -0.45860 0.90102 -1.52482 -0.035
N -0.28496 -0.56937 -1.50263 0.108
C 1.16896 -0.83229 -1.41535 -0.134
C 1.89724 -0.72169 -0.08802 -0.070
O 1.26439 -1.61638 0.92112 -0.166
C 2.16344 -2.00180 1.97587 0.038
H -3.94205 0.98951 0.92746 0.119
H -3.46519 2.49757 0.34234 0.149
H -2.83482 1.92171 1.91356 0.148
H -0.17387 1.66191 0.68222 0.165
H -1.13354 2.69926 -0.33468 0.162
H 0.38863 1.49152 -1.87356 0.178
H -1.21014 1.11173 -2.28567 0.159
H -0.45587 -0.83105 -2.46306 0.174
H 1.66157 -0.40171 -2.28715 0.187
H 1.30656 -1.87577 -1.69875 0.155
H 1.76857 0.31096 0.23628 0.152
H 2.91555 -0.95416 -0.39961 0.171
H 2.34289 -1.13378 2.61025 0.148
H 3.16739 -2.28725 1.66169 0.147
H 1.67621 -2.68447 2.67206 0.129
```

Computed properties:
- Net charge: +3
- LUMO: -18.30 eV
- Energy above the lowest of the compared OMol25 structures with the same formula, charge and spin: 39.3 kcal/mol
- HOMO energy: -21.9 eV
- HOMO-LUMO gap: 0.131 Ha

***

Entry 5:
An isolated ion of composition C6H15NP and charge +1 at a distorted geometry, computed with wB97M-V/def2-TZVPD.

```
23
Properties=species:S:1:pos:R:3:lowdin_charge:R:1
C 1.64325 -1.29470 0.89657 0.032
C 1.34369 -1.47842 -0.47683 -0.155
N 1.14405 -0.35866 -1.45497 -0.144
P -0.42280 0.52730 -1.30985 1.013
C -0.28237 2.04246 -0.22335 -0.377
C 0.73265 1.95290 0.96849 -0.152
C -1.82791 -0.59732 -0.81979 -0.382
C -1.81023 -1.15023 0.65027 -0.149
H 0.86128 -1.35414 1.67756 0.068
H 2.66337 -1.03143 1.23303 0.081
H 1.28724 -2.52425 -0.83247 0.128
H 1.12704 -0.80258 -2.38066 0.132
H 1.95048 0.28751 -1.48580 0.154
H -1.29936 2.28080 0.14344 0.092
H 0.05690 2.86972 -0.88045 0.077
H 0.50883 1.15229 1.69655 0.054
H 1.75561 1.85770 0.54600 0.065
H 0.73496 2.89896 1.55108 0.086
H -1.89887 -1.38020 -1.59786 0.079
H -2.75002 0.01797 -0.91946 0.090
H -2.85750 -1.24580 1.00305 0.081
H -1.39371 -2.18029 0.66642 0.076
H -1.26659 -0.48958 1.34904 0.051
```

Computed properties:
- Net charge: +1
- LUMO: -5.32 eV
- Energy above the lowest of the compared OMol25 structures with the same formula, charge and spin: 93.1 kcal/mol
- HOMO energy: -12.3 eV
- HOMO-LUMO gap: 0.255 Ha
- Structure (SMILES): C=C[NH2+]P(CC)CC

***

Entry 6:
A 2-piece molecular cluster, C6H15NS overall, computed with wB97M-V/def2-TZVPD.

```
23
Properties=species:S:1:pos:R:3:lowdin_charge:R:1
C -1.23901 0.99052 1.20563 -0.188
C -0.54450 1.08730 -0.17782 -0.188
C -1.55428 0.46203 -1.14957 -0.248
N -2.28098 -0.47658 -0.28948 -0.088
C -2.58519 0.31851 0.90389 -0.248
H -1.37371 1.97928 1.68488 0.104
H -0.64400 0.36076 1.89471 0.105
H 0.39759 0.50598 -0.17998 0.105
H -0.29770 2.12923 -0.45875 0.104
H -1.07900 -0.06367 -1.99999 0.111
H -2.21438 1.24722 -1.56573 0.108
H -3.13745 -0.81893 -0.74340 0.106
H -3.35681 1.08821 0.70990 0.109
H -2.95058 -0.32420 1.72782 0.111
C -4.62280 -4.48576 -0.21308 -0.455
S -4.99977 -3.94944 -1.88998 0.699
C -3.40712 -4.32216 -2.64252 -0.455
H -5.52008 -4.32326 0.40749 0.032
H -3.78792 -3.90759 0.21737 0.034
H -4.36221 -5.55705 -0.18107 0.037
H -2.59318 -3.74680 -2.17022 0.034
H -3.16747 -5.39626 -2.56868 0.037
H -3.46017 -4.04605 -3.70909 0.032
```

Computed properties:
- LUMO: 0.90 eV
- Energy above the lowest of the compared OMol25 structures with the same formula, charge and spin: 8.0 kcal/mol
- HOMO energy: -8.5 eV
- HOMO-LUMO gap: 0.347 Ha
- Structure (SMILES): C1CCNC1.CSC

***

Number 1: E -442.73447 hartree. Number 2: E -442.79435 hartree. Number 3: E -466.65969 hartree. Number 4: E -613.87708 hartree. Number 5: E -633.28794 hartree. Number 6: E -690.52863 hartree.